No. 1
Below is the molecule C19H13NO4, with properties calculated with ωB97M-V/def2-TZVPD.

XYZ file:
```
37
Properties=species:S:1:pos:R:3:lowdin_charge:R:1
N 3.0651 -0.7894 -0.1703 0.1666
C 1.9504 -0.9119 -0.4537 -0.1984
C 0.5720 -1.1288 -0.7488 -0.1328
C -0.4001 -0.4946 0.0006 0.0092
C -0.1558 0.5237 1.0428 -0.0450
C -1.2554 1.1458 1.6176 -0.0133
C -1.2281 2.3392 2.4612 -0.2304
C -2.4375 2.9250 2.8823 -0.0272
C -2.4724 4.1171 3.6289 0.0303
C -1.2627 4.6120 4.1217 -0.2289
C -0.0544 4.0327 3.8088 -0.1949
C -0.0415 2.9203 2.9425 0.0704
O 0.9367 4.7633 4.3862 0.0376
C 0.2679 5.8436 5.1073 -0.0848
O -1.1568 5.7045 4.9207 0.0388
C 0.1940 -2.0888 -1.8531 -0.3837
O -0.9343 -2.5952 -1.8040 0.0987
O 1.0829 -2.2641 -2.8688 0.0798
C 0.9726 -3.4100 -3.6336 -0.2497
C 1.1348 -4.7261 -3.1683 -0.0026
C 1.1731 -5.8341 -4.0357 -0.0733
C 0.9536 -5.6292 -5.4047 -0.0974
C 0.8480 -4.3287 -5.8854 -0.0698
C 0.8590 -3.2301 -5.0052 0.0039
H -1.4690 -0.7166 -0.2204 0.1362
H 0.8528 0.7973 1.2843 0.0912
H -2.2598 0.8455 1.2835 0.1177
H -3.3750 2.5015 2.5390 0.1096
H -3.3887 4.5946 3.8372 0.1047
H 0.9101 2.5416 2.5751 0.1200
H 0.5986 6.7963 4.7194 0.1299
H 0.4351 5.8184 6.2059 0.1451
H 1.3169 -4.8890 -2.0990 0.1237
H 1.3337 -6.8683 -3.6794 0.1118
H 0.8528 -6.5108 -6.0442 0.1044
H 0.7847 -4.1796 -6.9372 0.0924
H 0.7970 -2.2271 -5.3533 0.1103
```

Computed properties:
SMILES string	N#C/C(=C\C=C\c1ccc2c(c1)OCO2)C(=O)Oc1ccccc1
LUMO level	-1.05	eV
ΔE to the lowest compared entry with this formula, charge and spin	225.30	kJ/mol
strongest force on any atom	3.2	eV Å⁻¹
charge	0
E	-1087.4733	a.u.


No. 2
Below is a structure of composition C19H14Cl2IIrN4O2S2, with properties calculated with ωB97M-V/def2-TZVPD.

XYZ file:
```
45
Properties=species:S:1:pos:R:3:lowdin_charge:R:1
Ir 0.5514 0.0556 0.8427 0.6565
C -1.5385 -4.2035 0.0937 -0.0144
C -0.4447 -3.8944 -0.8475 -0.2558
N 0.0164 -4.8035 -1.6425 0.1489
C 0.9902 -4.5935 -2.5121 -0.0999
C 1.6049 -3.3566 -2.6366 -0.1506
C 2.7400 -3.1812 -3.6264 -0.1975
O 3.8901 -2.6227 -3.0402 -0.1047
C 1.1608 -2.2978 -1.8181 -0.0786
C 1.7247 -0.9897 -1.9763 -0.0537
N 1.4546 0.0386 -1.2464 -0.0381
C 1.9935 1.2922 -1.5267 -0.3525
C 3.3076 1.4690 -1.9659 -0.0093
C 3.8107 2.7369 -2.1836 -0.0426
C 3.0135 3.8537 -1.9938 -0.0539
C 1.7050 3.7028 -1.5597 -0.1287
C 1.2212 2.4360 -1.3055 -0.5725
I -0.7743 2.1920 -0.5671 1.0517
C 0.1038 -2.5388 -0.8709 -0.3037
O -0.3849 -1.6768 -0.0970 -0.1326
H -1.9130 -5.2054 -0.0846 0.0933
H -2.3324 -3.4652 0.0021 0.0898
H -1.1696 -4.1329 1.1203 0.0458
H 1.2674 -5.4391 -3.1222 0.1236
H 2.4235 -2.4871 -4.4150 0.1349
H 2.9560 -4.1459 -4.0950 0.1324
H 4.3900 -3.3132 -2.5881 0.0765
H 2.4007 -0.8715 -2.8237 0.1389
H 3.9333 0.6005 -2.1020 0.0932
H 4.8348 2.8578 -2.4956 0.1190
H 3.4044 4.8422 -2.1768 0.1177
H 1.0724 4.5650 -1.4158 0.1049
S 4.3441 -1.6131 -0.1913 0.8615
C 3.1278 -2.1187 0.8685 -1.1394
S 2.6591 -0.8170 1.9046 0.6160
C 2.5483 -3.3821 0.9062 -0.3326
C 2.9533 -4.3773 0.0103 -0.1947
N 3.2451 -5.1397 -0.7976 0.2430
C 1.4535 -3.6275 1.7427 -0.2168
N 0.5158 -3.7734 2.3906 0.2238
Cl 1.3224 2.2057 2.4802 0.5584
C 0.0934 1.7700 3.6739 -0.8748
Cl -0.7277 0.3018 3.1047 0.6040
H -0.6268 2.5846 3.7454 0.0552
H 0.5830 1.5615 4.6250 0.0584
```

Computed properties:
LUMO level (alpha / beta)	-5.24 / -5.84	eV
ΔE to the lowest compared entry with this formula, charge and spin	346.01	kJ/mol
strongest force on any atom	4.2	eV Å⁻¹
charge	+1
2S+1	2
E	-3220.3327	a.u.


No. 3
Below is a structure of composition C19H14CoIN4O2, with properties calculated with ωB97M-V/def2-TZVPD.

XYZ file:
```
41
Properties=species:S:1:pos:R:3:lowdin_charge:R:1
Co 0.1580 0.1393 -0.0637 0.4561
O 1.4016 -3.6122 0.1003 0.0653
C 1.2228 -2.4068 0.0113 -0.4474
N 0.0858 -1.7076 -0.1034 0.0294
C -1.2134 -2.2422 -0.1564 -0.1799
C -1.5750 -3.5752 -0.0188 -0.0084
C -2.9207 -3.9139 -0.1065 -0.0920
C -3.8844 -2.9430 -0.3286 -0.0909
C -3.5309 -1.6055 -0.4684 -0.0092
C -2.1904 -1.2575 -0.3809 -0.2037
N -1.6422 0.0337 -0.4697 0.0079
C -2.3221 1.1557 -0.7515 -0.4722
O -3.4884 1.3028 -1.0793 0.0669
C -1.4266 2.3597 -0.5714 -0.1631
C -1.9174 3.6420 -0.7277 0.0242
C -1.0829 4.7110 -0.4563 -0.0319
C 0.2070 4.4579 -0.0146 -0.0386
C 0.6217 3.1455 0.1090 -0.1023
N -0.1650 2.1107 -0.1891 0.0478
C 2.4107 -1.4672 -0.0224 -0.1474
C 3.7004 -1.9624 -0.0213 0.0232
C 4.7559 -1.0744 -0.1358 -0.0332
C 4.4803 0.2781 -0.2626 -0.0411
C 3.1614 0.6936 -0.2456 -0.0874
N 2.1414 -0.1542 -0.1106 0.0519
H -0.8167 -4.3231 0.1508 0.0989
H -3.2129 -4.9504 0.0018 0.0987
H -4.9279 -3.2231 -0.3941 0.0989
H -4.2736 -0.8437 -0.6441 0.1004
H -2.9459 3.7548 -1.0397 0.1265
H -1.4360 5.7278 -0.5661 0.1149
H 0.8848 5.2594 0.2417 0.1102
H 1.6068 2.9140 0.4882 0.0968
H 3.8296 -3.0326 0.0565 0.1257
H 5.7777 -1.4300 -0.1395 0.1149
H 5.2688 1.0085 -0.3743 0.1099
H 2.9149 1.7388 -0.3565 0.0942
I -1.5458 0.6119 2.8671 0.7843
C 0.2782 0.2564 1.8350 -0.6685
H 0.6799 -0.6663 2.2446 -0.0080
H 0.9305 1.0899 2.0923 -0.0220
```

Computed properties:
LUMO level	-0.74	eV
ΔE to the lowest compared entry with this formula, charge and spin	0.69	kJ/mol
strongest force on any atom	0.2	eV Å⁻¹
charge	0
E	-2782.4667	a.u.


No. 4
Below is a structure of composition C19H14F6N4O8PdS2, with properties calculated with ωB97M-V/def2-TZVPD.

XYZ file:
```
54
Properties=species:S:1:pos:R:3:lowdin_charge:R:1
Pd -0.2122 -1.0057 -0.1905 1.0880
F 1.0634 3.2030 4.1781 0.1431
C 0.1441 3.4766 3.2542 -0.6909
F 0.5720 4.4941 2.5106 0.1412
F -0.9856 3.8326 3.8587 0.1440
S -0.1077 1.9585 2.2420 0.5915
O -0.7380 1.0152 3.1063 -0.2576
O 1.1785 1.6422 1.6767 -0.2850
N -1.0921 2.5978 1.1561 -0.2876
S -1.4936 1.8261 -0.1269 0.5956
O -0.5022 1.8333 -1.1773 -0.3048
O -2.1080 0.5071 0.0879 -0.3554
C -2.7612 2.9795 -0.7913 -0.6879
F -3.2368 2.4493 -1.9275 0.1262
F -2.2081 4.1505 -1.0626 0.1624
F -3.7694 3.1508 0.0506 0.1567
O 2.5727 -1.6983 2.5168 0.1222
C 1.8786 -1.6248 1.5359 -0.5618
O 0.5715 -1.4868 1.5279 -0.1465
C 2.4763 -1.7405 0.1451 -0.1428
C 3.8254 -1.7678 -0.1479 0.0428
C 4.2230 -1.7453 -1.4804 0.0371
C 3.2624 -1.7887 -2.4918 -0.1218
C 3.5162 -1.5207 -3.9226 -0.0084
C 2.5543 -1.3717 -4.8396 -0.0211
C 1.1030 -1.6680 -4.5775 -0.1501
C 0.8400 -1.8883 -3.0771 -0.1376
C 1.9425 -1.9045 -2.0984 -0.1661
N 1.5651 -1.7963 -0.8292 0.0730
H 4.5258 -1.7245 0.6743 0.1324
H 5.2729 -1.6564 -1.7318 0.1260
H 4.5482 -1.3483 -4.2053 0.1157
H 2.8336 -1.0932 -5.8494 0.1150
H 0.7868 -2.4956 -5.2160 0.1523
H 0.1274 -2.6891 -2.8784 0.1701
O -5.9204 -3.6295 -4.0099 -0.0324
C -5.9212 -2.2218 -4.1828 -0.2383
N -4.6414 -1.7416 -3.7434 0.0921
C -3.7175 -1.2608 -4.6238 -0.4344
O -3.9558 -1.0660 -5.7972 0.0786
C -2.3474 -0.9637 -4.0637 -0.0585
C -1.3455 -0.8326 -4.9435 0.0712
C 0.0462 -0.4897 -4.5272 -0.1290
C 0.1635 -0.5211 -2.9976 -0.2348
N -0.9671 -0.6398 -2.1110 -0.0400
C -2.1164 -0.8468 -2.6110 -0.0355
H -6.8247 -3.9513 -4.0819 0.0899
H -6.7126 -1.7628 -3.5849 0.1294
H -6.0301 -1.9368 -5.2282 0.1246
H -4.3438 -2.0694 -2.8406 0.1285
H -1.5859 -0.9330 -5.9964 0.1361
H 0.3607 0.4385 -5.0069 0.1589
H 0.8134 0.2615 -2.6098 0.1581
H -2.9395 -0.9371 -1.9091 0.1254
```

Computed properties:
LUMO level	-1.55	eV
ΔE to the lowest compared entry with this formula, charge and spin	272.80	kJ/mol
strongest force on any atom	1.4	eV Å⁻¹
charge	0
E	-3076.7853	a.u.


Please write out number 4 again, unchanged.
Below is a structure of composition C19H14F6N4O8PdS2, with properties calculated with ωB97M-V/def2-TZVPD.

XYZ file:
```
54
Properties=species:S:1:pos:R:3:lowdin_charge:R:1
Pd -0.2122 -1.0057 -0.1905 1.0880
F 1.0634 3.2030 4.1781 0.1431
C 0.1441 3.4766 3.2542 -0.6909
F 0.5720 4.4941 2.5106 0.1412
F -0.9856 3.8326 3.8587 0.1440
S -0.1077 1.9585 2.2420 0.5915
O -0.7380 1.0152 3.1063 -0.2576
O 1.1785 1.6422 1.6767 -0.2850
N -1.0921 2.5978 1.1561 -0.2876
S -1.4936 1.8261 -0.1269 0.5956
O -0.5022 1.8333 -1.1773 -0.3048
O -2.1080 0.5071 0.0879 -0.3554
C -2.7612 2.9795 -0.7913 -0.6879
F -3.2368 2.4493 -1.9275 0.1262
F -2.2081 4.1505 -1.0626 0.1624
F -3.7694 3.1508 0.0506 0.1567
O 2.5727 -1.6983 2.5168 0.1222
C 1.8786 -1.6248 1.5359 -0.5618
O 0.5715 -1.4868 1.5279 -0.1465
C 2.4763 -1.7405 0.1451 -0.1428
C 3.8254 -1.7678 -0.1479 0.0428
C 4.2230 -1.7453 -1.4804 0.0371
C 3.2624 -1.7887 -2.4918 -0.1218
C 3.5162 -1.5207 -3.9226 -0.0084
C 2.5543 -1.3717 -4.8396 -0.0211
C 1.1030 -1.6680 -4.5775 -0.1501
C 0.8400 -1.8883 -3.0771 -0.1376
C 1.9425 -1.9045 -2.0984 -0.1661
N 1.5651 -1.7963 -0.8292 0.0730
H 4.5258 -1.7245 0.6743 0.1324
H 5.2729 -1.6564 -1.7318 0.1260
H 4.5482 -1.3483 -4.2053 0.1157
H 2.8336 -1.0932 -5.8494 0.1150
H 0.7868 -2.4956 -5.2160 0.1523
H 0.1274 -2.6891 -2.8784 0.1701
O -5.9204 -3.6295 -4.0099 -0.0324
C -5.9212 -2.2218 -4.1828 -0.2383
N -4.6414 -1.7416 -3.7434 0.0921
C -3.7175 -1.2608 -4.6238 -0.4344
O -3.9558 -1.0660 -5.7972 0.0786
C -2.3474 -0.9637 -4.0637 -0.0585
C -1.3455 -0.8326 -4.9435 0.0712
C 0.0462 -0.4897 -4.5272 -0.1290
C 0.1635 -0.5211 -2.9976 -0.2348
N -0.9671 -0.6398 -2.1110 -0.0400
C -2.1164 -0.8468 -2.6110 -0.0355
H -6.8247 -3.9513 -4.0819 0.0899
H -6.7126 -1.7628 -3.5849 0.1294
H -6.0301 -1.9368 -5.2282 0.1246
H -4.3438 -2.0694 -2.8406 0.1285
H -1.5859 -0.9330 -5.9964 0.1361
H 0.3607 0.4385 -5.0069 0.1589
H 0.8134 0.2615 -2.6098 0.1581
H -2.9395 -0.9371 -1.9091 0.1254
```

Computed properties:
LUMO level	-1.55	eV
ΔE to the lowest compared entry with this formula, charge and spin	272.80	kJ/mol
strongest force on any atom	1.4	eV Å⁻¹
charge	0
E	-3076.7853	a.u.


Question: Which value of ΔE to the lowest compared entry with this formula, charge and spin does entry 3 give?
Answer: 0.69 kJ/mol


Question: What is the strongest force on any atom in the second record?
Answer: 4.2 eV Å⁻¹


Question: Which value of charge does entry 2 give?
Answer: +1